Entry 1:
Entry from OMol25: C34H52CdI2N3P as an isolated structure (wB97M-V/def2-TZVPD).

Last column: Löwdin charge in e.
Element x y z (Å)
Cd (1.4634, -0.7638, 0.2018)  1.2432
I (5.4905, -2.0903, -1.6060)  0.8092
C (5.5380, -2.4583, 0.4760)  -0.9779
I (3.7797, -2.0446, 1.9285)  0.7228
H (6.3044, -1.8009, 0.8906)  -0.0328
H (5.7395, -3.5188, 0.5571)  -0.0383
C (2.6199, 3.1354, 3.1563)  -0.0685
C (1.1368, 3.3334, 2.8197)  -0.3466
C (0.7510, 4.8463, 3.0006)  -0.0423
C (0.6174, 2.8110, 1.4757)  -0.1415
C (0.7144, 2.7639, -0.9934)  -0.0560
C (-0.3060, 1.7619, -1.4270)  -0.1450
C (-0.3597, 1.6677, -2.9283)  -0.3600
C (-1.7466, 1.7853, -3.5753)  -0.0319
C (0.6354, 0.6115, -3.4434)  -0.0384
C (-1.2683, 1.1593, -0.5676)  -0.0928
C (-1.5552, 1.7917, 0.6927)  -0.0979
C (-0.7329, 2.6879, 1.4235)  -0.0201
C (-2.8037, 1.4692, 1.5335)  -0.3727
C (-2.5000, 1.4176, 3.0434)  -0.0690
C (-3.9240, 2.4569, 1.2509)  -0.0452
C (-2.2045, -0.0109, -0.9430)  -0.1565
C (-3.4599, 0.3647, -1.4073)  -0.0646
C (-4.4310, -0.5353, -1.8314)  -0.0226
C (-4.2059, -1.8906, -1.7461)  -0.0301
C (-2.9868, -2.3141, -1.2087)  -0.0936
C (-1.9788, -1.4373, -0.7944)  -0.2898
P (-0.4517, -2.2707, -0.2203)  1.0553
C (-0.8982, -3.0912, 1.3859)  -0.7190
C (0.2474, -3.9335, 1.8380)  -0.1142
C (-1.0386, -1.8694, 2.3029)  -0.1039
C (-2.1837, -3.8927, 1.3861)  -0.0577
C (0.0260, -3.5825, -1.5936)  -0.6282
C (1.5694, -3.7370, -1.5025)  -0.1523
C (-0.6090, -4.9842, -1.4720)  -0.0728
C (-0.2647, -3.0273, -3.0134)  -0.0684
H (2.6855, 3.1445, 4.2551)  0.0925
H (3.3122, 3.9511, 2.8184)  0.0997
H (3.0080, 2.1605, 2.8153)  0.0685
H (0.5162, 2.7747, 3.5838)  0.1458
H (1.0211, 5.4941, 2.1561)  0.0770
H (1.2850, 5.2621, 3.8577)  0.0852
H (-0.3250, 4.9774, 3.1511)  0.0779
H (1.4865, 2.7059, -1.7740)  0.1221
H (0.1532, 2.5969, -3.1950)  0.1263
H (-2.2599, 0.8168, -3.6075)  0.0750
H (-1.7334, 2.2125, -4.5745)  0.0907
H (-2.4158, 2.3993, -2.9656)  0.0829
H (0.6336, -0.2941, -2.8208)  0.0303
H (1.6335, 0.9551, -3.3823)  0.0551
H (0.3951, 0.3397, -4.5039)  0.1133
H (-1.2192, 3.2573, 2.1818)  0.1002
H (-3.1378, 0.4659, 1.2485)  0.1184
H (-2.4699, 2.4028, 3.5789)  0.1003
H (-1.5032, 0.9770, 3.2028)  0.0726
H (-3.2469, 0.8341, 3.5741)  0.0861
H (-3.7151, 3.4904, 1.5498)  0.0928
H (-4.7930, 2.1876, 1.8442)  0.0898
H (-4.2425, 2.5373, 0.1913)  0.0790
H (-3.6321, 1.4264, -1.4372)  0.1026
H (-5.4082, -0.1703, -2.1865)  0.1346
H (-4.8833, -2.6188, -2.1068)  0.1096
H (-2.8183, -3.3927, -1.0575)  0.0878
H (1.1580, -3.3700, 2.0072)  -0.0223
H (0.5067, -4.7607, 1.1885)  0.0754
H (0.0095, -4.3017, 2.8134)  0.0992
H (-0.0402, -1.4915, 2.6020)  0.0741
H (-1.6041, -2.1427, 3.1592)  0.0950
H (-1.5831, -1.0653, 1.8123)  0.0495
H (-2.2308, -4.6116, 0.5480)  0.0764
H (-3.0594, -3.2074, 1.3173)  0.1059
H (-2.2234, -4.4646, 2.2970)  0.0969
H (1.9053, -4.1833, -0.5395)  0.0754
H (2.1113, -2.7776, -1.6802)  0.0205
H (1.9274, -4.3662, -2.3459)  0.1007
H (-0.4031, -5.4508, -0.5347)  0.0567
H (-0.0674, -5.5806, -2.2402)  0.1121
H (-1.6756, -5.0271, -1.7489)  0.0879
H (-0.3727, -1.9580, -2.9633)  0.0307
H (-1.2139, -3.4002, -3.3906)  0.0917
H (0.5392, -3.2720, -3.6936)  0.0915
N (5.4411, 2.2210, -1.0020)  0.1948
C (4.2109, 2.2639, -0.4742)  -0.3464
C (3.4801, 1.1490, 0.0031)  -0.1919
N (2.2417, 1.2582, 0.4252)  -0.0394
C (1.5191, 2.5787, 0.3223)  -0.3891
C (2.5635, 3.6224, 0.2618)  -0.0341
N (3.7138, 3.5313, -0.3770)  0.1668
H (5.7539, 1.3559, -1.4242)  0.0895
H (5.7455, 3.0778, -1.4171)  0.1210
H (3.9729, 0.1820, 0.0738)  -0.0159
H (0.2991, 3.7961, -1.0003)  0.1734
H (2.3245, 4.6914, 0.5136)  0.1581

For the HOMO energy (spin up / spin down), the calculation gives -12.7 / -11.7 eV. The total charge is +2. As for the spin multiplicity: 1. The value obtained for the electronic energy is -70609.142 eV. The calculation puts the strongest force on any atom at 3.7 eV/A.



Entry 2:
Entry from OMol25: a 10-piece molecular cluster, C34H52Cl4F2O7 overall (wB97M-V/def2-TZVPD).

Last column: Löwdin spin population.
Element x y z (Å)
C (-2.7529, 3.4946, 3.5640)  0.0000
Cl (-4.1397, 2.5890, 3.9636)  0.0000
Cl (-2.3508, 3.5270, 1.7329)  0.0000
Cl (-2.9579, 5.1201, 4.2624)  0.0000
Cl (-1.3806, 2.6510, 4.4085)  0.0000
C (4.0821, 0.4909, 4.5539)  -0.0001
C (3.1229, -0.0961, 3.5050)  -0.0001
O (3.4340, -0.8459, 2.6035)  -0.0006
C (1.6306, 0.2984, 3.7095)  0.0000
H (5.1034, 0.2608, 4.2504)  -0.0001
H (3.8212, -0.0657, 5.4540)  0.0000
H (4.0765, 1.5809, 4.5539)  0.0000
H (0.9893, -0.5829, 3.7165)  0.0000
H (1.2354, 0.8068, 2.8300)  0.0000
H (1.5287, 0.8584, 4.6391)  0.0000
C (2.3928, -2.7655, -3.1658)  0.0000
C (3.5353, -3.6486, -3.4866)  0.0000
O (3.4982, -4.3329, -4.5013)  0.0002
C (4.6283, -3.6929, -2.5342)  0.0000
H (2.2117, -2.7966, -2.0914)  0.0000
H (1.5204, -3.2392, -3.6160)  0.0000
H (2.5602, -1.7431, -3.5044)  0.0000
H (4.7827, -2.7303, -2.0468)  0.0000
H (5.5204, -4.1127, -2.9989)  0.0000
H (4.2985, -4.4230, -1.7950)  0.0000
C (4.5373, 0.6347, -0.1067)  0.0864
C (5.6864, 0.0842, 0.7424)  0.0984
O (6.6190, 0.7922, 1.1591)  0.7133
C (5.7955, -1.4141, 0.8807)  0.0770
H (3.6092, 0.4781, 0.4430)  0.0024
H (4.4291, -0.1417, -0.8640)  0.0034
H (4.7176, 1.6607, -0.4276)  -0.0008
H (6.2159, -1.8666, -0.0174)  0.0015
H (4.8414, -1.9155, 1.0430)  0.0057
H (6.4747, -1.7504, 1.6641)  -0.0013
C (0.4632, 4.4923, -0.5068)  0.0000
C (-0.9068, 5.1616, -0.7515)  0.0000
O (-1.5705, 4.8744, -1.6967)  0.0000
C (-1.2185, 6.4711, -0.0150)  0.0000
H (1.2897, 5.2023, -0.4753)  0.0000
H (0.8225, 3.8174, -1.2836)  0.0000
H (0.4603, 3.8616, 0.3822)  0.0000
H (-2.2271, 6.8643, -0.1430)  0.0000
H (-0.4349, 7.0934, -0.4472)  0.0000
H (-1.0572, 6.3288, 1.0535)  0.0000
C (-4.8483, 0.9370, -0.5388)  0.0000
C (-5.4011, 1.0733, -1.9173)  0.0000
O (-4.6763, 1.2941, -2.8652)  0.0000
C (-6.9179, 1.3206, -2.1138)  0.0000
H (-5.5744, 0.5316, 0.1658)  0.0000
H (-4.7656, 1.9930, -0.2816)  0.0000
H (-3.9709, 0.2998, -0.6498)  0.0000
H (-7.3685, 1.2477, -1.1240)  0.0000
H (-7.3432, 0.5679, -2.7777)  0.0000
H (-6.9348, 2.2995, -2.5930)  0.0000
C (3.0460, 1.0297, -5.3029)  0.0002
C (3.3040, 1.7534, -4.0269)  0.0001
O (3.7907, 1.1576, -3.0265)  0.0021
C (3.0281, 3.2898, -4.1118)  0.0000
H (3.6623, 1.3264, -6.1515)  0.0000
H (1.9727, 1.1800, -5.4190)  0.0000
H (3.0517, -0.0434, -5.1115)  0.0000
H (2.3976, 3.5404, -3.2587)  0.0000
H (2.5875, 3.6337, -5.0475)  0.0000
H (3.9143, 3.8964, -3.9249)  0.0000
C (-3.0074, -2.7674, 4.1180)  0.0000
C (-2.3484, -1.8727, 5.1702)  0.0000
O (-1.2010, -1.3867, 4.9729)  0.0000
C (-3.0832, -1.6721, 6.4137)  0.0000
H (-3.4547, -3.6359, 4.6015)  0.0000
H (-2.2821, -3.0917, 3.3716)  0.0000
H (-3.7704, -2.1585, 3.6330)  0.0000
H (-2.6319, -0.8297, 6.9380)  0.0000
H (-2.9194, -2.5117, 7.0892)  0.0000
H (-4.1593, -1.5421, 6.2984)  0.0000
F (-2.0862, -0.5897, 1.8629)  0.0012
C (-1.0784, -0.5004, 0.9813)  0.0032
C (0.0522, -1.3782, 1.1991)  -0.0001
C (1.1458, -1.2743, 0.3625)  0.0014
C (1.1779, -0.2982, -0.6296)  0.0039
C (0.1195, 0.5721, -0.8635)  0.0017
C (-1.0073, 0.5112, -0.0120)  0.0007
H (0.0172, -2.0468, 2.0466)  0.0000
H (2.0612, -1.8393, 0.4585)  0.0000
H (1.9452, -0.2514, -1.3882)  0.0001
H (0.3144, 1.2762, -1.6588)  0.0000
H (-1.8367, 1.2008, -0.0669)  0.0000
F (-4.4401, -5.3517, -3.8435)  0.0000
C (-4.0793, -4.4891, -2.9083)  0.0000
C (-4.1950, -3.1636, -3.1011)  0.0000
C (-3.7617, -2.2617, -2.1822)  0.0000
C (-3.2994, -2.7064, -0.9323)  0.0000
C (-3.1221, -4.0716, -0.7500)  0.0000
C (-3.4624, -5.0020, -1.7299)  0.0000
H (-4.7143, -2.8701, -4.0015)  0.0000
H (-3.7819, -1.2074, -2.4154)  0.0000
H (-3.0841, -1.9963, -0.1476)  0.0000
H (-2.5904, -4.3901, 0.1345)  0.0000
H (-3.3280, -6.0638, -1.5850)  0.0000

For the HOMO energy (spin up / spin down), the calculation gives -10.6 / -10.6 eV. Its expectation value of S² is 0.757. The total charge is +1. As for the spin multiplicity: 2. The value obtained for the electronic energy is -105946.609 eV. The calculation puts the strongest force on any atom at 3.9 eV/A.



Entry 3:
Entry from OMol25: a 4-piece molecular cluster, C34H53N3O8 overall (wB97M-V/def2-TZVPD).

Last column: Löwdin charge in e.
Element x y z (Å)
C (6.5238, -6.0605, -3.0297)  0.0092
C (7.0859, -4.8615, -3.0389)  -0.1586
C (6.2947, -3.5881, -3.0902)  -0.1477
N (6.2705, -2.8852, -1.7850)  0.0429
C (5.1979, -3.3512, -0.9465)  -0.3452
O (5.1984, -4.4051, -0.3727)  0.1413
C (4.1703, -2.2750, -0.8876)  -0.0274
C (2.8707, -2.3212, -0.3885)  -0.0730
C (2.3568, -3.6023, 0.1404)  -0.0872
C (1.4678, -3.7465, 1.1167)  0.0551
C (2.1347, -1.1200, -0.4745)  -0.0473
C (0.7030, -1.0958, -0.0558)  -0.2173
C (0.2833, -0.5627, 1.1590)  -0.0481
C (-1.0597, -0.5819, 1.5055)  -0.0685
C (-2.0005, -1.1258, 0.6449)  -0.0896
C (-1.5938, -1.6512, -0.5766)  -0.0762
C (-0.2479, -1.6383, -0.9145)  -0.0260
C (2.7067, 0.0632, -0.9974)  -0.0892
C (1.8568, 1.3104, -1.0582)  -0.1041
C (1.9279, 2.2353, 0.1997)  -0.2353
N (2.8676, 1.8140, 1.2400)  0.0070
C (4.0178, 0.0747, -1.4966)  -0.0810
C (4.6358, 1.3044, -2.1047)  -0.2048
N (5.0569, 2.2618, -1.0695)  0.0402
C (4.7208, -1.1245, -1.4360)  -0.0123
C (6.1006, -1.4624, -1.8990)  -0.3412
O (6.9748, -0.7327, -2.2767)  0.1379
H (5.4485, -6.1908, -3.0868)  0.0617
H (7.1163, -6.9642, -2.9658)  0.0551
H (8.1673, -4.7817, -3.0195)  0.1027
H (5.2781, -3.8161, -3.4291)  0.1299
H (6.7505, -2.9123, -3.8143)  0.1254
H (2.8076, -4.4895, -0.2886)  0.1020
H (1.0695, -4.7163, 1.3875)  0.0669
H (1.1068, -2.9071, 1.6958)  0.0503
H (1.0087, -0.1576, 1.8528)  0.1006
H (-1.3801, -0.1840, 2.4593)  0.1069
H (-3.0495, -1.1416, 0.9117)  0.1021
H (-2.2919, -2.0796, -1.2838)  0.1039
H (0.0752, -2.0435, -1.8661)  0.1275
H (0.8207, 1.0118, -1.1941)  0.0940
H (2.1741, 1.9063, -1.9109)  0.0985
H (2.2295, 3.2237, -0.1426)  0.1031
H (0.9156, 2.3262, 0.5990)  0.1002
H (2.4035, 1.3569, 2.0106)  0.0465
H (3.3696, 2.6060, 1.6147)  0.0718
H (5.5098, 1.0063, -2.6783)  0.0965
H (3.9299, 1.7532, -2.8111)  0.1082
H (4.5648, 2.0811, -0.2030)  0.0288
H (4.8656, 3.2097, -1.3628)  0.0653
C (1.0441, -0.3428, 7.1249)  -0.1107
O (1.0116, -1.7525, 7.2543)  -0.1879
C (0.0362, -2.3802, 6.4434)  -0.2061
C (0.5819, -2.8747, 5.1191)  -0.2034
O (1.0850, -1.8379, 4.2954)  -0.2175
C (2.4840, -1.6354, 4.4190)  -0.0994
H (2.0163, -0.0025, 7.4780)  0.0904
H (0.9132, -0.0265, 6.0880)  0.0799
H (0.2633, 0.1178, 7.7397)  0.0887
H (-0.8099, -1.7042, 6.2757)  0.1261
H (-0.3324, -3.2466, 7.0002)  0.1267
H (-0.2389, -3.3469, 4.5708)  0.1268
H (1.3542, -3.6333, 5.2848)  0.1299
H (3.0311, -2.3532, 3.7984)  0.0900
H (2.8200, -1.7299, 5.4527)  0.0859
H (2.7049, -0.6287, 4.0645)  0.0820
C (-1.4179, 3.6719, -3.3624)  -0.1084
O (-1.3569, 2.3542, -2.8476)  -0.1970
C (-2.2541, 2.1174, -1.7748)  -0.1951
C (-3.5642, 1.4973, -2.2092)  -0.1951
O (-4.3158, 2.3181, -3.0895)  -0.2132
C (-4.0966, 2.0431, -4.4625)  -0.1009
H (-0.9945, 3.6539, -4.3658)  0.0901
H (-2.4439, 4.0409, -3.4172)  0.0830
H (-0.8274, 4.3552, -2.7417)  0.0875
H (-2.4321, 3.0450, -1.2198)  0.1318
H (-1.7610, 1.4107, -1.0989)  0.1097
H (-4.1786, 1.3475, -1.3157)  0.1190
H (-3.3869, 0.5174, -2.6666)  0.1274
H (-4.7078, 1.1931, -4.7858)  0.0900
H (-3.0485, 1.8236, -4.6717)  0.0835
H (-4.3971, 2.9242, -5.0279)  0.0908
C (-8.3109, 4.8053, 0.4185)  -0.1137
O (-8.7686, 4.0011, -0.6529)  -0.1906
C (-7.7540, 3.6525, -1.5798)  -0.1996
C (-7.1260, 2.3013, -1.3146)  -0.1975
O (-6.4677, 2.2241, -0.0570)  -0.1998
C (-7.2749, 1.6983, 0.9802)  -0.1117
H (-9.0312, 4.7138, 1.2303)  0.0891
H (-7.3303, 4.4863, 0.7772)  0.0818
H (-8.2537, 5.8561, 0.1139)  0.0880
H (-6.9810, 4.4282, -1.6046)  0.1289
H (-8.2245, 3.6160, -2.5666)  0.1275
H (-6.3653, 2.1288, -2.0781)  0.1020
H (-7.8768, 1.5067, -1.3934)  0.1301
H (-7.2790, 0.6027, 0.9477)  0.0875
H (-8.3041, 2.0559, 0.9172)  0.0833
H (-6.8450, 2.0181, 1.9287)  0.0886

For the HOMO energy, the calculation gives -8.7 eV. As for the SMILES: C=CCN1C(=O)c2c(C=C)c(-c3ccccc3)c(CCN)c(CN)c2C1=O.COCCOC.COCCOC.COCCOC. The total charge is 0. As for the spin multiplicity: 1. The value obtained for the electronic energy is -56963.399 eV. The calculation puts the strongest force on any atom at 0.8 eV/A.